{
  "formula": "C5H7NO",
  "method": "ωB97M-V with the def2-TZVPD basis set",
  "symbols": ["O", "N", "C", "C", "C", "C", "C", "H", "H", "H", "H", "H", "H", "H"],
  "xyz": [[2.3592, -1.1047, 0.1818], [1.9700, 2.3443, 0.0607], [-0.2822, 0.2391, 1.2618], [-1.6209, -0.2926, -0.7791], [1.6700, -0.2714, -0.3399], [-0.6877, -0.6453, 0.3350], [1.7782, 1.2140, -0.0199], [-0.5333, -1.7041, 0.5040], [-0.5517, 1.2826, 1.2055], [-2.6256, -0.6500, -0.5510], [1.1970, -0.3696, -1.3328], [-1.6639, 0.7846, -0.9301], [0.3037, -0.0612, 2.1153], [-1.3128, -0.7657, -1.7113]],
  "forces_ev_per_angstrom": [[-0.5, 0.3, 0.0], [-0.1, -0.1, 0.0], [-0.6, -0.7, -0.3], [0.2, 0.0, -0.1], [1.6, 1.0, -0.7], [-1.0, 0.5, 1.1], [0.4, -0.6, -0.1], [0.4, 0.0, -0.1], [0.0, 0.1, -0.1], [0.0, 0.0, 0.0], [-0.4, -0.4, 0.4], [0.0, 0.1, 0.0], [0.1, -0.1, 0.1], [0.0, 0.0, -0.1]],
  "mulliken_charge": [-0.46, -0.39, -0.98, -1.05, 0.11, 0.10, 0.39, 0.38, 0.34, 0.33, 0.26, 0.30, 0.37, 0.31],
  "total_energy_ha": -324.62734,
  "largest_force_ev_per_a": 2.0,
  "e_above_lowest_kj_mol": 255.0,
  "orbital_gap_ev": 10.3,
  "e_homo_ev": -10.157,
  "smiles": "N#CC=O.C=CC"
}



{
  "formula": "C5H7NO",
  "method": "ωB97M-V with the def2-TZVPD basis set",
  "symbols": ["O", "N", "C", "C", "C", "C", "C", "H", "H", "H", "H", "H", "H", "H"],
  "xyz": [[-0.3124, -2.2217, -0.6312], [1.5715, -0.8170, -0.6063], [0.6415, 0.7983, 0.6633], [-0.4313, 0.2388, -0.2453], [-1.8950, 0.4327, 0.1216], [0.1899, -1.1331, -0.5296], [1.7915, 0.1895, 0.3660], [2.2628, -1.5420, -0.7124], [-2.1550, 0.0273, 1.1022], [-0.2954, 0.7205, -1.2298], [-2.0945, 1.5157, 0.1323], [-2.5575, -0.0211, -0.6244], [0.4769, 1.5184, 1.4473], [2.7894, 0.3508, 0.7691]],
  "forces_ev_per_angstrom": [[0.3, 0.5, -0.3], [0.1, -0.2, 0.3], [0.1, 0.1, 0.0], [0.0, 0.1, 0.0], [0.0, -0.1, 0.1], [-0.2, -0.2, -0.1], [-0.1, 0.2, 0.1], [-0.2, -0.2, 0.1], [0.1, 0.0, -0.1], [0.1, 0.1, 0.1], [0.0, -0.4, 0.0], [0.2, 0.0, 0.2], [0.1, 0.2, -0.2], [-0.3, -0.1, -0.1]],
  "mulliken_charge": [-0.57, -0.17, -0.64, 0.94, -1.44, 0.05, -0.42, 0.28, 0.34, 0.16, 0.37, 0.34, 0.38, 0.38],
  "total_energy_ha": -324.70295,
  "largest_force_ev_per_a": 0.7,
  "e_above_lowest_kj_mol": 56.5,
  "orbital_gap_ev": 9.7,
  "e_homo_ev": -8.718,
  "smiles": "C[C@H]1C=CNC1=O"
}



{
  "formula": "C5H7NO",
  "method": "ωB97M-V with the def2-TZVPD basis set",
  "symbols": ["O", "N", "C", "C", "C", "C", "C", "H", "H", "H", "H", "H", "H", "H"],
  "xyz": [[-1.1707, 1.1998, -0.1188], [1.1048, -1.5872, -0.0794], [-0.2655, 0.3978, 0.5243], [0.2325, -0.5072, -0.3501], [0.1942, 0.7365, 1.8906], [-1.1444, 0.8659, -1.4327], [-0.2685, -0.1484, -1.6329], [1.4039, -1.9963, -0.9590], [0.3175, -0.4012, -2.4910], [0.3720, 1.8150, 1.9754], [0.5967, -2.3195, 0.4070], [1.1518, 0.2248, 2.0411], [-0.5031, 0.4255, 2.6718], [-1.8267, 1.4105, -2.0703]],
  "forces_ev_per_angstrom": [[0.0, 0.0, 0.1], [0.0, -0.1, -0.1], [0.1, -0.2, 0.1], [0.0, 0.3, 0.1], [-0.1, 0.0, 0.1], [0.1, 0.0, -0.1], [0.3, 0.4, 0.1], [0.1, 0.0, 0.2], [-0.7, -0.5, -0.9], [-0.1, -0.2, 0.0], [0.2, 0.1, 0.1], [-0.2, 0.1, 0.1], [0.1, 0.1, 0.1], [0.3, 0.0, 0.1]],
  "mulliken_charge": [-0.36, -0.62, 0.00, 0.96, -1.19, -0.40, -0.53, 0.27, 0.28, 0.31, 0.26, 0.32, 0.28, 0.41],
  "total_energy_ha": -324.68326,
  "largest_force_ev_per_a": 1.2,
  "e_above_lowest_kj_mol": 108.2,
  "orbital_gap_ev": 9.0,
  "e_homo_ev": -8.002,
  "smiles": "Cc1occc1N"
}



{
  "formula": "C5H7NO",
  "method": "ωB97M-V with the def2-TZVPD basis set",
  "symbols": ["O", "N", "C", "C", "C", "C", "C", "H", "H", "H", "H", "H", "H", "H"],
  "xyz": [[-0.2067, -2.1735, -0.7367], [1.6123, -0.8267, -0.2527], [-1.8538, 0.1355, 0.1965], [-0.4412, 0.2596, -0.3597], [1.7489, 0.4341, 0.3575], [0.5892, 1.0961, 0.3622], [0.2746, -1.0900, -0.4888], [0.4277, 2.0860, 0.7683], [-0.5112, 0.6318, -1.3957], [-1.8495, -0.0855, 1.2678], [2.7184, 0.7391, 0.7320], [-2.4231, 1.0561, 0.0336], [2.2788, -1.5783, -0.1662], [-2.3644, -0.6844, -0.3182]],
  "forces_ev_per_angstrom": [[0.2, 0.4, 0.0], [0.0, -0.1, 0.1], [-0.1, 0.0, 0.0], [0.0, -0.1, 0.0], [-0.1, 0.1, 0.1], [0.1, 0.0, 0.0], [-0.1, -0.2, -0.1], [0.0, -0.1, -0.1], [0.0, -0.1, 0.1], [0.0, 0.0, -0.1], [-0.2, 0.0, 0.0], [0.1, -0.1, 0.1], [-0.1, 0.1, 0.0], [0.0, 0.1, 0.1]],
  "mulliken_charge": [-0.61, -0.09, -1.35, 0.82, -0.38, -0.71, 0.03, 0.36, 0.22, 0.35, 0.41, 0.35, 0.26, 0.32],
  "total_energy_ha": -324.71934,
  "largest_force_ev_per_a": 0.4,
  "e_above_lowest_kj_mol": 13.5,
  "orbital_gap_ev": 9.7,
  "e_homo_ev": -8.721,
  "smiles": "C[C@H]1C=CNC1=O"
}



{
  "formula": "C5H7NO",
  "method": "ωB97M-V with the def2-TZVPD basis set",
  "symbols": ["O", "N", "C", "C", "C", "C", "C", "H", "H", "H", "H", "H", "H", "H"],
  "xyz": [[2.9685, -0.4559, 0.3108], [2.3565, -0.5594, -0.9876], [-1.7559, -0.8785, 0.7649], [0.7146, 0.7687, 0.4965], [1.7452, 0.1161, 0.0487], [-1.5083, -0.0953, -0.2689], [-0.4654, 1.0039, -0.4635], [-1.9788, -0.4526, -1.1498], [-1.2049, -0.6410, 1.6846], [0.7752, 1.3918, 1.4410], [-0.0726, 0.8218, -1.3844], [-0.9843, 1.9884, -0.2309], [1.9939, -1.5251, -1.1836], [-2.5837, -1.4829, 0.9222]],
  "forces_ev_per_angstrom": [[-0.2, 0.5, 1.6], [-1.0, -0.6, -2.4], [1.8, 2.5, 1.8], [-0.6, 2.4, 1.0], [1.3, -1.3, 0.0], [0.2, -0.8, -0.4], [-1.3, -0.6, 4.3], [-0.8, 0.5, -1.1], [-0.1, -0.3, -0.1], [0.0, -1.3, -1.0], [0.7, 0.5, -3.0], [1.0, -1.0, -0.9], [0.3, 0.9, 0.9], [-1.2, -1.5, -0.5]],
  "mulliken_charge": [-0.34, -0.44, -0.70, -0.46, 0.46, -0.28, -0.35, 0.32, 0.24, 0.34, 0.35, 0.25, 0.27, 0.34],
  "total_energy_ha": -324.53110,
  "largest_force_ev_per_a": 4.6,
  "e_above_lowest_kj_mol": 507.7,
  "orbital_gap_ev": 10.3,
  "e_homo_ev": -9.369,
  "smiles": "C=CC/C=C1\\NO1"
}



{
  "formula": "C5H7NO",
  "method": "ωB97M-V with the def2-TZVPD basis set",
  "symbols": ["O", "N", "C", "C", "C", "C", "C", "H", "H", "H", "H", "H", "H", "H"],
  "xyz": [[-1.7819, 0.3440, 1.1858], [1.2496, -0.0191, 0.3068], [-0.1664, 0.5191, -1.2799], [0.5983, 1.2510, -0.1584], [-1.0814, -0.6195, 1.4073], [0.4717, -0.7459, -0.7243], [0.1947, -0.9696, 0.7204], [-1.2565, 0.5733, -1.2630], [1.3815, 1.9201, -0.5211], [0.9110, -1.5480, -1.3144], [0.2043, 0.7595, -2.2791], [0.6514, -1.8683, 1.1310], [-1.3766, -1.3523, 2.1879], [0.0004, 1.7557, 0.6010]],
  "forces_ev_per_angstrom": [[0.3, -0.4, 0.1], [0.2, 0.1, 0.1], [-0.1, 0.0, -0.1], [0.0, 0.3, 0.0], [-0.2, 0.3, -0.1], [0.0, -0.2, -0.3], [-0.1, -0.1, 0.2], [0.2, 0.0, 0.0], [-0.1, -0.1, 0.0], [-0.1, 0.1, 0.1], [-0.1, 0.0, 0.2], [-0.1, 0.1, -0.1], [0.0, 0.1, -0.1], [0.1, -0.1, -0.1]],
  "mulliken_charge": [-0.49, -0.52, -0.60, -0.35, -0.13, -0.20, 0.22, 0.22, 0.30, 0.35, 0.29, 0.34, 0.31, 0.25],
  "total_energy_ha": -324.62502,
  "largest_force_ev_per_a": 0.5,
  "e_above_lowest_kj_mol": 261.1,
  "orbital_gap_ev": 10.3,
  "e_homo_ev": -9.486,
  "smiles": "O=C[C@H]1[C@H]2CCN21"
}



{
  "formula": "C5H7NO",
  "method": "ωB97M-V with the def2-TZVPD basis set",
  "symbols": ["O", "N", "C", "C", "C", "C", "C", "H", "H", "H", "H", "H", "H", "H"],
  "xyz": [[1.7753, -0.2368, -1.2247], [-0.5299, 1.9199, 0.3428], [-1.9559, -0.7669, -0.5853], [-0.7334, -0.6976, -0.1346], [0.6527, 1.4010, 0.1848], [0.3428, -1.1289, 0.6644], [0.7765, 0.0390, -0.2715], [0.2707, -0.9254, 1.7288], [2.5130, -0.7168, -0.8182], [1.5742, 1.9416, 0.4401], [0.7517, -2.0965, 0.3874], [-2.5981, -1.6134, -0.3599], [-0.4685, 2.8282, 0.8113], [-2.3710, 0.0528, -1.1653]],
  "forces_ev_per_angstrom": [[-0.7, 0.1, 0.0], [1.7, -0.5, 0.1], [-0.3, 0.2, -0.2], [1.7, 0.8, -1.9], [-1.4, 1.7, 0.9], [0.8, -0.1, 0.7], [-2.1, -2.1, 0.4], [0.2, -0.1, 0.1], [-0.4, 0.1, 0.1], [-0.1, 0.0, -0.2], [0.4, 0.0, 0.2], [-0.1, 0.2, 0.4], [0.2, -0.1, -0.2], [0.2, -0.4, -0.3]],
  "mulliken_charge": [-0.53, -0.54, -0.62, 0.21, -0.24, -0.61, 0.34, 0.22, 0.35, 0.37, 0.32, 0.24, 0.24, 0.26],
  "total_energy_ha": -324.58289,
  "largest_force_ev_per_a": 3.0,
  "e_above_lowest_kj_mol": 371.7,
  "orbital_gap_ev": 9.6,
  "e_homo_ev": -8.807,
  "smiles": "[H]/N=C/[C@@]1(O)CC1=C"
}



{
  "formula": "C5H7NO",
  "method": "ωB97M-V with the def2-TZVPD basis set",
  "symbols": ["O", "N", "C", "C", "C", "C", "C", "H", "H", "H", "H", "H", "H", "H"],
  "xyz": [[0.2582, -2.2863, -0.6606], [-2.1054, 0.6921, 1.4874], [-1.3589, -0.1512, 0.5698], [2.4191, 0.3456, 0.1466], [1.1611, 0.6686, 0.3176], [-0.1306, 0.6959, 0.4510], [-1.4321, 1.3148, 0.3630], [-0.0098, -2.3442, 0.2626], [2.8334, 0.1075, -0.8362], [-1.5640, 0.8306, 2.3374], [-1.9147, 1.8178, -0.4571], [1.0704, -1.7640, -0.5451], [-1.8823, -0.8708, -0.0571], [3.0759, 0.3028, 1.0094]],
  "forces_ev_per_angstrom": [[0.6, 0.1, 0.4], [-0.1, 0.1, 0.3], [-0.2, -0.1, -0.3], [-0.1, 0.2, 0.1], [-0.5, -0.6, -0.1], [0.4, -0.5, -0.2], [-0.1, 0.6, -0.1], [-0.3, -0.2, 0.0], [-0.1, 0.2, 0.2], [-0.1, 0.1, 0.0], [0.0, 0.1, 0.1], [-0.2, -0.1, -0.4], [0.6, 0.1, 0.2], [0.1, 0.1, -0.1]],
  "mulliken_charge": [-0.65, -0.54, -0.31, -1.09, 0.28, 0.79, -0.59, 0.34, 0.34, 0.28, 0.27, 0.28, 0.35, 0.25],
  "total_energy_ha": -324.53127,
  "largest_force_ev_per_a": 0.8,
  "e_above_lowest_kj_mol": 507.2,
  "orbital_gap_ev": 9.9,
  "e_homo_ev": -9.164,
  "smiles": "C=C=C1[C@H]2N[C@@H]12.O"
}



{
  "formula": "C5H7NO",
  "method": "ωB97M-V with the def2-TZVPD basis set",
  "symbols": ["O", "N", "C", "C", "C", "C", "C", "H", "H", "H", "H", "H", "H", "H"],
  "xyz": [[-3.1096, -0.6538, 1.3226], [-0.9020, -1.4493, 1.3863], [1.6904, 0.8808, -1.8767], [0.1560, 0.5017, 0.9069], [-1.1605, 0.7804, 0.7819], [-1.9490, -0.4551, 1.1045], [0.2421, -0.9077, 0.9555], [1.2245, 1.8458, -1.6678], [-1.1053, -2.4362, 1.4773], [-1.6611, 1.7415, 0.8426], [0.9143, 0.1113, -1.9215], [1.0553, -1.5325, 0.5920], [2.3895, 0.6502, -1.0686], [2.2155, 0.9229, -2.8349]],
  "forces_ev_per_angstrom": [[0.5, 0.1, -0.1], [0.0, 0.0, -0.2], [0.0, 0.0, 0.0], [-0.3, -0.2, 0.0], [-0.1, 0.1, 0.2], [-0.3, 0.0, 0.2], [0.1, -0.1, 0.0], [0.1, -0.2, 0.0], [0.1, 0.1, 0.0], [0.1, -0.1, 0.0], [0.1, 0.1, 0.0], [-0.1, 0.1, 0.1], [-0.1, 0.0, -0.2], [0.0, 0.0, 0.2]],
  "mulliken_charge": [-0.50, -0.07, -0.98, -0.53, -0.24, 0.25, 0.04, 0.25, 0.26, 0.37, 0.20, 0.41, 0.24, 0.30],
  "total_energy_ha": -324.58708,
  "largest_force_ev_per_a": 0.5,
  "e_above_lowest_kj_mol": 360.7,
  "orbital_gap_ev": [7.7, 7.1],
  "e_homo_ev": [-8.913, -8.377],
  "smiles": "O=C1C=C=CN1.C"
}



{
  "formula": "C5H7NO",
  "method": "ωB97M-V with the def2-TZVPD basis set",
  "symbols": ["O", "N", "C", "C", "C", "C", "C", "H", "H", "H", "H", "H", "H", "H"],
  "xyz": [[-0.7763, -0.9261, 2.7436], [-0.5556, -1.7773, 0.5685], [0.4705, 0.1747, -0.2366], [-0.0342, 0.5360, 0.9463], [-0.5387, -0.7308, 1.5857], [0.0786, -1.2582, -0.4134], [1.2570, 0.9647, -1.2309], [-2.3417, -0.4532, 0.1455], [-0.0395, 1.5039, 1.4313], [-2.1890, 0.2711, 0.2437], [0.6092, 1.6211, -1.8211], [1.7921, 0.3069, -1.9225], [1.9919, 1.5893, -0.7163], [0.2758, -1.8222, -1.3239]],
  "forces_ev_per_angstrom": [[0.0, 0.1, -0.6], [0.5, 0.0, -0.2], [0.0, 0.1, 0.2], [0.4, -0.1, 0.0], [-0.1, 0.0, 0.5], [0.0, -0.2, 0.1], [0.0, 0.0, 0.0], [-0.4, 0.2, -0.1], [0.2, -0.2, 0.0], [-0.4, -0.1, -0.1], [0.1, -0.1, 0.0], [-0.1, 0.1, 0.1], [-0.1, 0.0, -0.1], [0.0, 0.1, 0.1]],
  "mulliken_charge": [-0.46, -0.53, 1.17, -0.85, 0.41, -0.39, -1.15, 0.11, 0.36, -0.03, 0.27, 0.36, 0.31, 0.42],
  "total_energy_ha": -324.63764,
  "largest_force_ev_per_a": 0.6,
  "e_above_lowest_kj_mol": 228.0,
  "orbital_gap_ev": 9.2,
  "e_homo_ev": -10.109,
  "smiles": "CC1=CC(=O)N=C1.[H][H]"
}



> Which formula does entry 5 have?

C5H7NO



What did the sixth record say?
{
  "formula": "C5H7NO",
  "method": "ωB97M-V with the def2-TZVPD basis set",
  "symbols": ["O", "N", "C", "C", "C", "C", "C", "H", "H", "H", "H", "H", "H", "H"],
  "xyz": [[-1.7819, 0.3440, 1.1858], [1.2496, -0.0191, 0.3068], [-0.1664, 0.5191, -1.2799], [0.5983, 1.2510, -0.1584], [-1.0814, -0.6195, 1.4073], [0.4717, -0.7459, -0.7243], [0.1947, -0.9696, 0.7204], [-1.2565, 0.5733, -1.2630], [1.3815, 1.9201, -0.5211], [0.9110, -1.5480, -1.3144], [0.2043, 0.7595, -2.2791], [0.6514, -1.8683, 1.1310], [-1.3766, -1.3523, 2.1879], [0.0004, 1.7557, 0.6010]],
  "forces_ev_per_angstrom": [[0.3, -0.4, 0.1], [0.2, 0.1, 0.1], [-0.1, 0.0, -0.1], [0.0, 0.3, 0.0], [-0.2, 0.3, -0.1], [0.0, -0.2, -0.3], [-0.1, -0.1, 0.2], [0.2, 0.0, 0.0], [-0.1, -0.1, 0.0], [-0.1, 0.1, 0.1], [-0.1, 0.0, 0.2], [-0.1, 0.1, -0.1], [0.0, 0.1, -0.1], [0.1, -0.1, -0.1]],
  "mulliken_charge": [-0.49, -0.52, -0.60, -0.35, -0.13, -0.20, 0.22, 0.22, 0.30, 0.35, 0.29, 0.34, 0.31, 0.25],
  "total_energy_ha": -324.62502,
  "largest_force_ev_per_a": 0.5,
  "e_above_lowest_kj_mol": 261.1,
  "orbital_gap_ev": 10.3,
  "e_homo_ev": -9.486,
  "smiles": "O=C[C@H]1[C@H]2CCN21"
}